The following is a DFT calculation (ωB97M-V/def2-TZVPD) of a molecular structure, C51H74As2CrN9O14PSSe at a distorted geometry.

Calculated values
Energy relative to the best compared isomer or geometry (same formula, charge and spin) in eV: 0.713
Total charge: +1
Strongest force on any atom in hartree/bohr: 0.0401
Multiplicity: 4

Each line ends with the Löwdin spin population.
CARTESIAN COORDINATES (ANGSTROEM)
Cr (0.558, -0.137, 0.275)  2.97
C (-7.475, 0.715, -1.735)  0.00
O (-6.921, 0.542, -0.428)  0.00
C (-5.604, 0.457, -0.335)  0.00
O (-4.864, 0.542, -1.302)  0.00
C (-5.086, 0.217, 1.034)  0.00
C (-5.792, 0.540, 2.117)  0.00
As (-5.443, 0.233, 4.093)  0.00
C (-6.214, -1.568, 4.056)  0.00
C (-3.589, 0.052, 3.512)  0.00
C (-3.270, -0.962, 2.673)  0.00
As (-3.205, -0.499, 0.774)  0.00
C (-3.905, -2.206, 0.015)  0.00
C (-3.338, -2.340, 3.177)  0.00
O (-3.210, -3.348, 2.516)  0.00
O (-3.422, -2.367, 4.522)  0.00
C (-3.351, -3.649, 5.140)  0.00
C (-3.138, 1.465, 3.315)  0.00
O (-3.283, 2.066, 2.274)  0.00
O (-2.729, 2.125, 4.385)  0.00
C (-2.464, 1.432, 5.614)  0.00
C (-7.171, 1.126, 2.083)  0.00
O (-8.118, 0.447, 2.383)  0.00
O (-7.327, 2.427, 1.834)  0.00
C (-6.213, 3.265, 1.539)  0.00
H (-8.551, 0.721, -1.598)  0.00
H (-7.175, -0.111, -2.379)  0.00
H (-7.133, 1.654, -2.170)  0.00
H (-7.282, -1.436, 3.884)  0.00
H (-6.071, -2.047, 5.023)  0.00
H (-5.799, -2.190, 3.266)  0.00
H (-4.835, -2.521, 0.483)  0.00
H (-3.178, -3.001, 0.143)  0.00
H (-4.078, -2.046, -1.051)  0.00
H (-3.879, -3.581, 6.086)  0.00
H (-2.308, -3.914, 5.323)  0.00
H (-3.803, -4.409, 4.504)  0.00
H (-1.989, 2.167, 6.259)  0.00
H (-1.786, 0.601, 5.435)  0.00
H (-3.394, 1.078, 6.066)  0.00
H (-6.581, 4.282, 1.649)  0.00
H (-5.867, 3.111, 0.514)  0.00
H (-5.377, 3.096, 2.218)  0.00
Se (-1.098, -3.943, -2.445)  0.00
N (-1.001, -5.006, -1.067)  0.00
C (-0.719, -4.284, 0.002)  0.00
C (-0.624, -4.756, 1.326)  0.01
C (-0.319, -3.834, 2.280)  0.00
C (-0.058, -2.492, 1.949)  0.01
N (-0.123, -1.987, 0.724)  -0.02
C (-0.521, -2.866, -0.252)  0.00
N (-0.731, -2.497, -1.496)  0.00
H (-0.813, -5.796, 1.547)  0.00
H (-0.248, -4.128, 3.316)  0.00
H (0.204, -1.798, 2.737)  0.00
O (2.048, -1.247, -0.754)  0.02
P (3.429, -1.815, -1.027)  0.00
C (3.387, -2.705, -2.661)  0.00
C (4.735, -2.812, -3.393)  0.00
C (5.024, -1.648, -4.343)  0.00
C (3.867, -1.444, -5.315)  0.00
C (2.612, -1.113, -4.517)  0.00
C (2.248, -2.268, -3.591)  0.00
C (4.713, -0.469, -0.991)  0.00
C (4.008, 0.845, -1.358)  0.00
C (4.976, 2.022, -1.254)  0.00
C (5.545, 2.180, 0.172)  0.00
C (5.201, 0.981, 1.055)  0.00
C (5.528, -0.314, 0.317)  0.00
C (3.832, -3.016, 0.320)  0.00
C (5.213, -3.681, 0.233)  0.00
C (5.218, -5.000, -0.542)  0.00
C (4.167, -5.962, 0.004)  0.00
C (2.781, -5.343, -0.140)  0.00
C (2.700, -4.012, 0.606)  0.00
H (3.123, -3.709, -2.316)  0.00
H (4.713, -3.728, -3.990)  0.00
H (5.551, -2.919, -2.674)  0.00
H (5.949, -1.858, -4.884)  0.00
H (5.170, -0.721, -3.782)  0.00
H (3.705, -2.353, -5.903)  0.00
H (4.097, -0.638, -6.013)  0.00
H (1.772, -0.918, -5.185)  0.00
H (2.777, -0.211, -3.924)  0.00
H (1.972, -3.133, -4.204)  0.00
H (1.385, -1.993, -2.985)  0.00
H (5.413, -0.715, -1.792)  0.00
H (3.147, 1.002, -0.706)  0.00
H (3.615, 0.784, -2.374)  0.00
H (4.458, 2.931, -1.565)  0.00
H (5.789, 1.857, -1.966)  0.00
H (5.168, 3.088, 0.641)  0.00
H (6.631, 2.271, 0.119)  0.00
H (4.150, 0.984, 1.344)  0.00
H (5.785, 1.030, 1.975)  0.00
H (5.374, -1.149, 0.995)  0.00
H (6.591, -0.296, 0.062)  0.00
H (3.821, -2.322, 1.171)  0.00
H (5.552, -3.889, 1.252)  0.00
H (5.936, -2.993, -0.213)  0.00
H (6.212, -5.442, -0.458)  0.00
H (5.027, -4.828, -1.604)  0.00
H (4.375, -6.164, 1.058)  0.00
H (4.213, -6.908, -0.538)  0.00
H (2.022, -6.013, 0.271)  0.00
H (2.549, -5.211, -1.200)  0.00
H (2.704, -4.223, 1.679)  0.00
H (1.759, -3.516, 0.380)  0.00
O (0.091, 2.082, 3.261)  0.00
N (-0.062, 0.660, 2.781)  0.00
O (-0.486, -0.139, 3.668)  0.00
O (-0.700, 0.604, 1.589)  0.01
N (-2.230, -0.097, -2.656)  0.00
C (-1.268, 0.813, -2.847)  0.00
S (0.306, 0.459, -2.314)  -0.03
N (-1.618, 1.910, -3.544)  0.00
C (-1.048, 3.208, -3.601)  0.00
C (0.255, 3.522, -3.223)  0.00
C (0.676, 4.844, -3.230)  0.00
C (-0.178, 5.861, -3.626)  0.00
C (-1.465, 5.546, -4.034)  0.00
C (-1.896, 4.231, -4.025)  0.00
H (-1.934, -0.912, -2.134)  0.00
H (-3.207, 0.165, -2.598)  0.00
H (-2.574, 1.901, -3.879)  0.00
H (0.928, 2.743, -2.914)  0.00
H (1.688, 5.078, -2.926)  0.00
H (0.166, 6.886, -3.628)  0.00
H (-2.139, 6.328, -4.355)  0.00
H (-2.909, 4.003, -4.340)  0.00
O (1.967, -0.132, 1.862)  -0.01
C (1.380, 0.765, 2.517)  0.00
N (1.486, 1.973, 2.956)  -0.01
C (-1.859, 2.673, -0.437)  0.00
N (-0.830, 3.557, 0.062)  0.00
C (-1.321, 4.896, 0.354)  0.00
C (-0.409, 5.620, 1.322)  0.00
C (0.998, 5.510, 0.767)  0.00
N (1.346, 4.111, 0.607)  0.00
C (2.736, 3.776, 0.828)  0.00
C (0.447, 3.169, 0.251)  0.00
O (0.847, 1.993, 0.030)  0.01
H (-2.682, 2.629, 0.268)  0.00
H (-1.463, 1.670, -0.539)  0.00
H (-2.225, 3.050, -1.394)  0.00
H (-2.321, 4.796, 0.781)  0.00
H (-1.404, 5.464, -0.582)  0.00
H (-0.456, 5.145, 2.303)  0.00
H (-0.698, 6.665, 1.422)  0.00
H (1.725, 5.960, 1.444)  0.00
H (1.062, 6.021, -0.202)  0.00
H (3.013, 3.998, 1.859)  0.00
H (3.359, 4.361, 0.145)  0.00
H (2.881, 2.718, 0.651)  0.00